Below is 2 unconnected molecules or ions with the total composition C4H12 in a non-equilibrium geometry, with properties calculated with ωB97M-V/def2-TZVPD.

SMILES: CC.CC
highest occupied orbital energy: -0.4294 Ha
calculated total energy: -159.57534 a.u.

XYZ file:
```
16
Properties=species:S:1:pos:R:3:forces:R:3:lowdin_charge:R:1
H -1.149236 2.324814 -2.258925 0.0 -0.1 -0.5 0.0584
C -1.272420 1.253503 -2.100403 -0.2 0.3 1.2 -0.1565
H -0.142406 -1.115106 2.494486 -0.5 -0.3 -0.1 0.0616
H -0.405065 -1.705280 0.801348 -0.2 0.2 0.2 0.0432
C 1.489939 -0.676101 1.218612 -0.6 -0.5 0.2 -0.1712
H 0.540455 0.845080 -1.046049 0.1 -0.1 0.4 0.0549
C -0.510971 0.949297 -0.789325 -0.1 0.2 -0.8 -0.1708
H 0.607008 -2.594061 1.911134 0.1 0.0 0.0 0.0564
H -0.913832 0.682686 -2.950636 -0.1 0.0 -0.1 0.0585
C 0.299876 -1.589108 1.620199 0.9 0.1 0.1 -0.1612
H -2.338138 1.092507 -1.934313 0.0 -0.1 -0.3 0.0587
H 1.197232 0.328443 1.513940 0.4 0.2 -0.3 0.0552
H -0.862600 0.069383 -0.261394 0.0 -0.2 -0.2 0.0388
H -0.629547 1.793139 -0.112907 0.1 0.0 0.1 0.0675
H 2.402693 -0.951963 1.743017 0.0 0.1 0.1 0.0588
H 1.687016 -0.707230 0.151210 0.1 0.0 0.0 0.0477
```
Forces are in eV/Å.